Molecular formula: C5H10O
Method: DFT, the ωB97M-V functional and the def2-TZVPD basis

CARTESIAN COORDINATES (ANGSTROEM)
C: 1.469 -1.085 0.074
C: 0.432 -0.077 0.614
C: 0.290 1.391 0.094
C: -1.213 1.120 -0.154
C: -1.024 -0.378 0.068
O: -0.998 -0.981 -1.221
H: 1.234 -2.153 0.260
H: 1.531 -0.978 -1.012
H: 2.453 -0.913 0.513
H: 0.542 0.150 1.667
H: 0.411 2.200 0.838
H: 0.912 1.623 -0.767
H: -1.863 1.544 0.614
H: -1.556 1.348 -1.157
H: -1.777 -0.884 0.694
H: -0.844 -1.926 -1.125

As for the SMILES: C[C@H]1CC[C@H]1O. The largest force on an atom is 1.40 eV/A. The value obtained for the LUMO energy is 0.97 eV. The energy relative to the best compared isomer or geometry (same formula, charge and spin) comes out at 1.314 eV. As for the total energy: -7393.45115 eV.